1.
The following is a quantum chemistry calculation of a molecular structure, C11H14BN7Pb at a distorted geometry, from the Open Molecules 2025 dataset.

## Properties
charge	+2
electronic energy	-1027.85386	Ha
energy above the lowest of the compared OMol25 structures with the same formula, charge and spin	20.3	kcal/mol

Geometry as XYZ:
```
34
Properties=species:S:1:pos:R:3:mulliken_charge:R:1
H 1.466 2.776 1.843 0.4656
N 1.014 1.304 0.384 -0.1046
B 0.191 0.174 -1.775 0.1690
N 0.600 1.394 -0.928 -0.0773
C 0.619 2.679 -1.326 -0.0924
Pb 2.234 -0.230 1.929 1.2514
H 0.391 2.931 -2.349 0.4687
C 0.987 3.453 -0.234 -1.1256
H 1.095 4.511 -0.213 0.4397
C 1.202 2.569 0.819 -0.0274
H 0.304 0.418 -2.939 -0.0654
C 0.003 -0.755 2.778 -1.1325
H 0.224 -1.151 3.771 0.5776
H -0.300 -1.544 2.081 0.4358
H -0.592 0.153 2.702 0.2870
N -1.324 -0.181 -1.529 0.3631
N 1.146 -1.041 -1.461 -0.0290
N -1.790 -0.159 -0.228 -0.3585
N 1.486 -1.421 -0.171 -0.2741
C -2.347 -0.464 -2.373 -0.0079
C 1.785 -1.843 -2.337 -0.0659
H -2.176 -0.475 -3.449 0.4662
H 1.685 -1.671 -3.388 0.4653
C -3.495 -0.674 -1.615 -0.6229
C 2.547 -2.781 -1.621 -1.0961
C -3.075 -0.519 -0.269 -0.1696
C 2.282 -2.518 -0.262 -0.0497
H -4.484 -0.929 -1.964 0.4484
H 3.164 -3.543 -2.019 0.4416
H -3.677 -0.595 0.629 0.4584
H 2.646 -3.040 0.605 0.4897
H -1.863 0.108 4.911 0.3134
N -0.656 2.023 4.999 -0.3651
C -1.290 1.041 5.001 0.1232
```

2.
The following is a quantum chemistry calculation of a molecular structure, C11H21AlCl4O4P2 at a distorted geometry, from the Open Molecules 2025 dataset.

## Properties
charge	+2
electronic energy	-3498.12744	Ha
energy above the lowest of the compared OMol25 structures with the same formula, charge and spin	7.1	kcal/mol

Geometry as XYZ:
```
43
Properties=species:S:1:pos:R:3:mulliken_charge:R:1
C 1.817 3.014 -3.549 -1.1051
C 1.070 2.496 -2.345 0.9063
H 1.620 4.085 -3.476 0.3957
H 1.405 2.677 -4.512 0.3254
H 2.905 2.875 -3.552 0.3386
O 0.375 3.093 -1.576 -0.2916
Cl 1.291 0.467 -2.052 -0.0791
Al 0.105 -0.098 -0.136 0.2810
P -2.096 -0.045 -1.120 0.9090
C -3.497 0.601 -0.136 -1.2959
C -2.055 0.930 -2.683 -1.1643
H -3.047 0.905 -3.145 0.4914
H -3.509 -1.717 -2.174 0.4933
H -1.292 0.523 -3.351 0.3557
H -1.821 -2.308 -2.003 0.3519
H -3.303 1.645 0.132 0.3991
H -1.780 1.958 -2.428 0.3149
C -2.633 -1.758 -1.517 -1.2121
H -4.443 0.523 -0.692 0.4675
H -2.888 -2.281 -0.588 0.2726
H -3.542 0.034 0.809 0.3703
P 1.934 0.240 1.380 0.9526
C 1.657 0.897 3.048 -1.2859
C 2.753 -1.356 1.727 -1.2537
H 3.299 1.137 -0.432 0.3595
H 4.116 1.260 1.172 0.4847
H 2.790 2.387 0.729 0.3744
C 3.172 1.368 0.628 -1.2061
H 2.861 -1.934 0.799 0.3588
H 3.743 -1.115 2.148 0.5119
H 2.607 0.877 3.616 0.4577
H 0.884 0.281 3.545 0.3738
H 2.179 -1.959 2.446 0.2467
H 1.274 1.922 2.982 0.4060
C -0.965 0.161 1.671 0.4304
O -1.593 0.920 2.304 -0.3278
Cl 0.231 -4.155 3.241 -0.0846
C -0.821 -3.820 1.865 0.9254
Cl -0.251 -4.604 0.376 -0.1065
Cl -2.468 -4.347 2.210 -0.0801
C -0.722 -2.298 1.628 -0.1079
O -1.166 -1.545 2.519 -0.5336
O -0.194 -1.935 0.493 -0.4203
```

3.
The following is a quantum chemistry calculation of a molecular structure, C34H31N6OPPd, from the Open Molecules 2025 dataset.

## Properties
electronic energy	-2187.29370	Ha
energy above the lowest of the compared OMol25 structures with the same formula, charge and spin	8.7	kcal/mol

Geometry as XYZ:
```
74
Properties=species:S:1:pos:R:3:mulliken_charge:R:1
Pd 0.277 0.602 -0.966 0.0495
C -2.200 -0.533 4.355 -0.5687
C -1.378 0.451 3.824 -0.7849
C -1.199 0.539 2.454 -0.7545
C -1.859 -0.343 1.601 1.0388
C -2.693 -1.319 2.134 -0.4020
C -2.851 -1.420 3.509 -0.6744
P -1.681 0.000 -0.171 1.5106
C -2.446 -1.336 -1.119 0.6825
C -2.149 -2.675 -0.869 -0.0187
C -2.665 -3.664 -1.689 -0.9836
C -3.467 -3.332 -2.772 -0.6240
C -3.750 -2.001 -3.037 -0.7534
C -3.240 -1.005 -2.216 -0.7494
C -2.716 1.469 -0.348 -0.4114
C -4.060 1.570 -0.111 -0.1379
C -4.681 2.832 -0.201 -0.9296
C -3.944 3.948 -0.486 -0.7240
C -2.547 3.875 -0.703 0.8553
C -1.738 5.012 -0.943 -0.9646
C -0.391 4.853 -1.098 -0.9894
C 0.212 3.574 -1.052 0.0172
C -0.526 2.437 -0.856 -0.5297
C -1.929 2.604 -0.652 0.7930
H -2.333 -0.609 5.426 0.3942
H -0.870 1.146 4.480 0.4738
H -0.538 1.293 2.036 0.2959
H -3.223 -2.001 1.485 0.4120
H -3.493 -2.190 3.917 0.4362
H -1.493 -2.941 -0.051 0.4716
H -2.427 -4.700 -1.487 0.4409
H -3.865 -4.109 -3.412 0.4023
H -4.366 -1.732 -3.885 0.4180
H -3.462 0.032 -2.433 0.3831
H -4.643 0.693 0.146 0.4761
H -5.746 2.917 -0.029 0.4189
H -4.427 4.917 -0.540 0.4022
H -2.195 5.993 -0.989 0.3966
H 0.240 5.717 -1.263 0.4323
H 1.286 3.520 -1.189 0.4692
N 2.870 1.979 -4.064 -0.0500
C 3.765 2.200 -3.045 -0.6685
C 3.154 1.751 -1.916 -0.7616
N 1.909 1.266 -2.237 0.8883
C 1.766 1.419 -3.531 -0.9134
H 3.006 2.191 -5.037 0.2137
H 4.735 2.629 -3.214 0.4110
H 3.512 1.719 -0.903 0.5082
H 0.899 1.124 -4.097 0.5256
C 3.824 -2.221 2.440 -1.5981
C 3.233 -0.862 2.846 2.6006
C 4.310 0.009 3.505 -1.9029
C 2.042 -1.055 3.789 -1.4786
C 2.766 -0.187 1.628 -0.7172
N 2.396 0.329 0.671 -0.1522
H 4.178 -2.733 3.336 0.4682
H 4.663 -2.100 1.755 0.4084
H 3.067 -2.839 1.961 0.2377
H 4.633 -0.468 4.432 0.4169
H 3.922 0.999 3.747 0.3936
H 5.178 0.121 2.856 0.4106
H 2.381 -1.602 4.671 0.4545
H 1.250 -1.618 3.298 0.2228
H 1.644 -0.093 4.114 0.3562
N 2.135 -2.507 -3.442 -0.4403
C 1.499 -2.124 -2.302 0.6260
O 0.529 -1.343 -2.386 -0.6778
C 1.971 -2.682 -1.070 0.7946
C 3.151 -3.443 -1.020 -0.6390
N 4.144 -4.037 -1.018 -0.6157
C 1.200 -2.491 0.081 0.0673
N 0.565 -2.351 1.040 -0.4827
H 1.894 -2.020 -4.287 0.2372
H 2.983 -3.044 -3.403 0.1863
```